1.
{
  "formula": "C21H56FeN2O4SSb2Si3",
  "method": "ωB97M-V/def2-TZVPD",
  "e_homo_ev": [-11.87, -11.87],
  "multiplicity": 5,
  "orbital_gap_ev": [7.4, 6.5],
  "fmax_ev_per_a": 0.22,
  "charge": 2,
  "species": ["Fe", "C", "C", "O", "C", "C", "O", "C", "C", "O", "C", "C", "O", "H", "H", "H", "H", "H", "H", "H", "H", "H", "H", "H", "H", "H", "H", "H", "H", "C", "Sb", "C", "C", "H", "H", "H", "H", "H", "H", "H", "H", "H", "N", "C", "N", "S", "H", "H", "H", "H", "C", "Si", "C", "C", "Sb", "Si", "C", "C", "C", "Si", "C", "C", "C", "H", "H", "H", "H", "H", "H", "H", "H", "H", "H", "H", "H", "H", "H", "H", "H", "H", "H", "H", "H", "H", "H", "H", "H", "H", "H", "H"],
  "positions_angstrom": [[1.704, 2.060, 0.681], [3.628, -0.171, 1.201], [4.274, 0.918, 2.042], [3.624, 2.130, 1.647], [3.982, 3.356, 2.295], [2.733, 3.917, 2.934], [1.690, 3.900, 1.944], [0.375, 3.980, 2.515], [-0.025, 2.648, 3.174], [0.809, 1.640, 2.604], [0.355, 0.283, 2.696], [1.557, -0.566, 2.361], [2.205, -0.008, 1.196], [3.899, -1.164, 1.563], [3.943, -0.087, 0.161], [5.344, 0.971, 1.829], [4.134, 0.760, 3.114], [4.385, 4.033, 1.539], [4.746, 3.183, 3.053], [2.895, 4.942, 3.274], [2.439, 3.296, 3.782], [-0.282, 4.206, 1.679], [0.329, 4.802, 3.231], [-1.075, 2.434, 2.961], [0.120, 2.652, 4.256], [-0.463, 0.120, 1.989], [0.012, 0.060, 3.709], [1.254, -1.590, 2.141], [2.262, -0.556, 3.195], [5.201, 2.516, -1.801], [3.088, 2.686, -1.686], [2.552, 1.529, -3.398], [2.863, 4.670, -2.421], [5.525, 2.789, -2.803], [5.512, 1.494, -1.592], [5.664, 3.188, -1.080], [2.664, 2.123, -4.304], [1.537, 1.138, -3.327], [3.223, 0.673, -3.456], [3.172, 4.712, -3.464], [3.500, 5.334, -1.838], [1.832, 5.003, -2.327], [-2.352, 3.527, -1.001], [-1.183, 2.972, -1.297], [-0.574, 3.332, -2.427], [-0.547, 1.768, -0.254], [-2.854, 4.108, -1.655], [-2.840, 3.218, -0.177], [-1.022, 3.947, -3.090], [0.171, 2.752, -2.774], [-0.708, -3.114, -3.544], [-1.896, -2.033, -2.584], [-1.667, -0.250, -3.148], [-3.665, -2.529, -2.928], [-1.232, -2.157, -0.116], [-1.239, -4.708, 0.169], [0.479, -5.284, -0.303], [-2.509, -5.578, -0.891], [-1.552, -5.054, 1.982], [-3.504, -1.621, 0.935], [-4.063, 0.040, 0.245], [-4.829, -2.907, 0.658], [-3.229, -1.414, 2.781], [-0.885, -3.020, -4.618], [-0.825, -4.167, -3.283], [0.329, -2.836, -3.345], [-1.904, -0.156, -4.211], [-0.631, 0.062, -2.989], [-2.320, 0.425, -2.588], [-3.855, -2.490, -4.004], [-4.374, -1.855, -2.442], [-3.877, -3.543, -2.589], [0.715, -5.028, -1.337], [0.559, -6.369, -0.201], [1.238, -4.830, 0.337], [-2.311, -5.435, -1.955], [-3.524, -5.238, -0.685], [-2.469, -6.652, -0.691], [-0.837, -4.530, 2.620], [-1.448, -6.125, 2.178], [-2.557, -4.760, 2.289], [-4.224, -0.001, -0.835], [-3.294, 0.790, 0.448], [-4.997, 0.358, 0.715], [-5.013, -3.089, -0.401], [-5.766, -2.568, 1.109], [-4.565, -3.858, 1.124], [-2.569, -0.569, 2.993], [-2.787, -2.308, 3.224], [-4.180, -1.228, 3.287]],
  "forces_ev_per_angstrom": [[-0.01, 0.00, -0.05], [0.03, 0.00, 0.02], [-0.04, -0.02, 0.01], [0.19, 0.05, -0.10], [-0.04, 0.00, 0.04], [0.01, -0.01, 0.01], [-0.01, 0.01, 0.02], [0.00, 0.00, -0.01], [0.00, 0.00, 0.01], [-0.03, 0.01, 0.00], [-0.01, -0.01, -0.02], [0.01, -0.03, -0.01], [-0.04, 0.01, 0.02], [0.01, 0.01, 0.00], [-0.01, 0.00, 0.00], [0.00, 0.01, 0.02], [-0.03, -0.01, 0.00], [-0.02, -0.01, -0.01], [0.01, 0.00, -0.02], [0.00, 0.00, 0.01], [0.00, 0.00, 0.01], [0.00, 0.00, 0.00], [-0.01, 0.00, 0.00], [0.00, 0.00, 0.01], [0.01, 0.00, 0.00], [0.00, -0.01, 0.01], [0.00, 0.00, -0.01], [-0.01, 0.01, -0.01], [0.01, -0.01, 0.00], [0.00, 0.01, 0.03], [-0.07, -0.01, -0.01], [0.00, 0.01, 0.00], [0.04, -0.01, -0.03], [0.00, 0.00, 0.00], [0.00, 0.00, 0.00], [0.01, -0.01, 0.00], [0.00, 0.00, 0.00], [-0.02, 0.02, 0.01], [0.02, 0.01, 0.01], [0.00, 0.00, 0.00], [-0.01, 0.00, 0.01], [0.00, 0.00, 0.00], [-0.01, 0.01, 0.01], [0.00, -0.01, 0.00], [0.03, -0.02, 0.00], [-0.01, -0.05, 0.01], [0.00, 0.00, 0.00], [0.00, 0.00, 0.00], [0.00, 0.00, -0.01], [0.00, -0.01, 0.01], [0.01, -0.02, 0.02], [0.01, 0.01, -0.02], [0.00, 0.01, 0.01], [-0.01, 0.00, 0.02], [0.00, 0.04, 0.01], [0.02, -0.02, 0.02], [0.00, 0.01, 0.00], [0.00, 0.00, -0.02], [-0.01, 0.00, 0.01], [-0.01, 0.01, -0.03], [0.00, -0.02, -0.01], [0.00, -0.02, 0.00], [0.01, 0.00, 0.02], [0.00, 0.01, 0.00], [0.01, 0.01, -0.01], [0.00, 0.00, -0.01], [0.00, 0.00, 0.00], [0.00, 0.02, 0.00], [0.00, 0.00, 0.00], [0.01, 0.00, 0.00], [-0.01, -0.01, 0.00], [0.00, -0.01, 0.00], [0.00, 0.00, -0.01], [0.00, 0.00, 0.00], [0.00, 0.00, 0.00], [-0.01, -0.01, 0.01], [-0.02, 0.01, 0.01], [0.00, 0.00, 0.00], [0.00, 0.00, 0.00], [0.00, 0.00, 0.01], [0.01, 0.00, -0.01], [0.00, 0.00, 0.01], [0.01, 0.03, -0.01], [0.01, -0.01, 0.00], [0.00, 0.00, -0.01], [0.00, 0.00, 0.00], [0.00, -0.01, -0.01], [0.00, 0.00, 0.00], [0.00, 0.00, 0.00], [0.00, 0.00, 0.00]]
}

=====

2.
{
  "formula": "C21H57BrNO12S2",
  "method": "ωB97M-V/def2-TZVPD",
  "e_homo_ev": -6.45,
  "orbital_gap_ev": 8.6,
  "fmax_ev_per_a": 0.47,
  "charge": -1,
  "species": ["C", "C", "C", "Br", "S", "O", "O", "N", "S", "O", "O", "C", "C", "C", "C", "O", "H", "H", "H", "H", "H", "H", "H", "H", "H", "H", "H", "H", "H", "H", "H", "C", "C", "O", "H", "H", "H", "H", "H", "H", "C", "C", "O", "H", "H", "H", "H", "H", "H", "C", "C", "O", "H", "H", "H", "H", "H", "H", "C", "C", "O", "H", "H", "H", "H", "H", "H", "C", "C", "O", "H", "H", "H", "H", "H", "H", "C", "C", "O", "H", "H", "H", "H", "H", "H", "C", "C", "O", "H", "H", "H", "H", "H", "H"],
  "positions_angstrom": [[0.455, 3.391, -0.658], [0.378, 2.172, -1.576], [0.684, 0.820, -0.948], [2.294, 0.919, 0.130], [-0.626, 0.076, 0.066], [-1.069, 1.114, 0.990], [-0.048, -1.116, 0.636], [-1.675, -0.240, -1.087], [-3.205, -0.548, -0.742], [-3.341, -1.462, 0.382], [-3.856, -0.918, -1.981], [-3.964, 0.955, -0.194], [-4.170, 2.014, -1.276], [-4.129, 3.432, -0.693], [-2.845, 3.686, 0.094], [-3.011, 3.391, 1.479], [-0.095, 4.227, -1.095], [1.492, 3.706, -0.523], [0.043, 3.182, 0.330], [-0.597, 2.079, -2.068], [1.117, 2.299, -2.374], [0.897, 0.104, -1.742], [-3.384, 1.305, 0.653], [-4.929, 0.596, 0.180], [-5.124, 1.825, -1.775], [-3.397, 1.918, -2.048], [-4.994, 3.611, -0.044], [-4.186, 4.159, -1.510], [-2.518, 4.729, -0.014], [-2.059, 3.048, -0.318], [-2.248, 2.851, 1.756], [-0.126, -4.379, -1.923], [-0.202, -3.891, -3.360], [-1.475, -3.376, -3.710], [-0.853, -5.175, -1.750], [0.872, -4.756, -1.695], [-0.351, -3.560, -1.235], [-0.002, -4.706, -4.059], [0.569, -3.127, -3.510], [-1.674, -2.661, -3.090], [3.934, 0.400, 4.719], [3.496, 0.445, 3.271], [4.366, 1.211, 2.442], [3.993, 1.412, 5.122], [3.209, -0.168, 5.306], [4.912, -0.074, 4.841], [2.526, 0.935, 3.188], [3.382, -0.564, 2.863], [5.228, 0.781, 2.424], [-5.293, -4.166, 1.556], [-5.155, -4.552, 0.093], [-5.392, -3.467, -0.777], [-6.290, -3.767, 1.748], [-5.128, -5.028, 2.207], [-4.561, -3.396, 1.810], [-5.888, -5.320, -0.170], [-4.159, -4.981, -0.080], [-4.740, -2.786, -0.554], [1.833, -1.093, -6.401], [2.192, -1.121, -4.930], [1.462, -0.174, -4.163], [2.007, -0.098, -6.816], [2.421, -1.812, -6.972], [0.775, -1.337, -6.536], [3.242, -0.868, -4.781], [2.036, -2.125, -4.524], [0.518, -0.354, -4.260], [0.080, 1.033, 5.969], [1.005, 2.042, 6.618], [1.552, 2.960, 5.675], [0.606, 0.476, 5.193], [-0.304, 0.326, 6.707], [-0.774, 1.529, 5.504], [1.861, 1.540, 7.073], [0.480, 2.594, 7.407], [0.817, 3.421, 5.256], [2.304, 4.424, 9.868], [3.416, 4.959, 8.985], [3.844, 4.018, 8.016], [2.622, 3.510, 10.370], [2.019, 5.158, 10.624], [1.417, 4.194, 9.272], [4.301, 5.185, 9.583], [3.098, 5.892, 8.506], [3.089, 3.810, 7.450], [2.993, -4.794, -10.359], [2.398, -3.885, -9.302], [3.196, -2.733, -9.058], [3.998, -5.106, -10.072], [2.376, -5.683, -10.494], [3.056, -4.281, -11.322], [2.341, -4.399, -8.342], [1.379, -3.595, -9.578], [3.257, -2.224, -9.874]],
  "forces_ev_per_angstrom": [[0.05, 0.04, 0.09], [0.07, -0.01, -0.13], [-0.01, -0.06, -0.19], [0.08, -0.02, -0.02], [0.35, -0.04, -0.21], [-0.03, -0.17, 0.11], [-0.16, 0.17, 0.15], [-0.08, 0.26, -0.04], [0.22, 0.01, -0.06], [-0.11, -0.10, -0.27], [0.16, -0.10, 0.12], [-0.44, -0.14, 0.03], [0.05, 0.02, 0.03], [0.01, -0.03, -0.03], [0.05, 0.01, -0.07], [0.36, -0.11, 0.16], [0.02, -0.02, 0.01], [-0.07, -0.05, 0.00], [0.00, 0.03, -0.10], [0.01, 0.04, 0.14], [-0.13, -0.03, -0.05], [-0.05, -0.06, 0.18], [0.01, -0.05, -0.05], [0.08, 0.12, 0.08], [0.08, 0.04, -0.05], [0.01, 0.01, 0.13], [0.11, 0.00, 0.00], [-0.06, -0.06, 0.02], [-0.08, -0.06, 0.03], [-0.05, 0.10, 0.01], [-0.35, 0.11, -0.22], [-0.21, 0.03, -0.05], [0.09, 0.03, 0.14], [0.13, 0.08, 0.10], [0.01, 0.00, -0.01], [0.01, 0.01, 0.01], [0.06, -0.01, 0.03], [-0.01, 0.01, -0.01], [0.03, -0.01, -0.04], [-0.24, 0.00, -0.03], [0.04, 0.15, 0.05], [-0.13, -0.05, -0.08], [0.20, 0.01, 0.10], [-0.01, -0.02, 0.03], [0.02, -0.01, 0.02], [-0.02, -0.04, -0.06], [0.00, -0.04, 0.01], [-0.02, 0.00, 0.01], [-0.08, 0.01, 0.00], [0.00, 0.06, 0.01], [-0.02, -0.06, 0.02], [0.04, -0.06, 0.17], [0.00, -0.01, 0.01], [0.00, -0.02, 0.00], [-0.02, -0.01, -0.01], [0.01, 0.00, 0.01], [0.00, 0.01, -0.02], [-0.02, 0.11, -0.16], [-0.08, 0.08, 0.03], [0.03, -0.09, 0.01], [-0.14, 0.14, 0.04], [0.00, -0.01, 0.00], [0.01, 0.03, 0.03], [0.01, -0.01, -0.01], [-0.01, 0.01, -0.01], [0.07, -0.03, -0.03], [0.07, -0.04, 0.01], [0.03, 0.01, -0.05], [-0.10, -0.04, -0.04], [0.04, 0.11, 0.18], [-0.02, 0.00, 0.00], [0.01, 0.00, 0.01], [0.00, -0.01, 0.00], [0.01, 0.03, 0.01], [0.01, -0.07, 0.06], [0.10, -0.03, -0.08], [0.00, -0.03, 0.00], [0.04, 0.02, 0.02], [-0.16, -0.03, 0.02], [-0.01, 0.00, 0.00], [0.00, 0.01, 0.00], [0.00, 0.00, 0.01], [-0.02, 0.02, 0.01], [0.02, 0.00, -0.01], [0.09, -0.02, -0.19], [0.03, 0.00, 0.00], [-0.04, 0.00, 0.05], [0.08, 0.00, -0.16], [-0.01, 0.00, -0.01], [0.00, 0.00, 0.00], [0.00, -0.01, 0.00], [-0.02, -0.02, -0.02], [0.00, 0.01, 0.01], [-0.02, -0.02, 0.06]]
}

=====

Question: Number 1 is which compound?
Answer: C21H56FeN2O4SSb2Si3